# 1
CHCl3 | ωB97M-V/def2-TZVPD

Each line ends with the natural charge from an NBO analysis.
Element x y z (Å)
C1 0.65898 -3.45356 1.65841  -0.24
Cl1 0.18447 -3.79027 0.23060  0.23
Cl2 3.11107 -5.91772 0.76886  -0.35
Cl3 1.39549 -1.98683 1.51818  0.11
H1 2.34737 -4.24441 0.97293  0.25

The calculation puts the total energy at -38614.8009 eV. The value obtained for the highest occupied orbital energy is -10.14 eV.

# 2
C4H11NOPS | ωB97M-V/def2-TZVPD

Each line ends with the natural charge from an NBO analysis.
Element x y z (Å)
C1 -3.56327 0.43999 -0.08722  0.86
C2 3.33994 0.30279 -0.23425  -0.97
C3 0.50121 1.13099 0.29494  -0.99
C4 1.11805 -1.70741 0.04793  -0.86
N1 -4.64979 0.06562 -0.33428  -0.68
O1 -2.44096 0.57769 0.06559  -0.58
P1 1.62166 0.01147 -0.56421  1.27
S1 -6.29318 0.12928 -0.06253  0.30
H1 3.84700 -0.59734 -0.40518  0.27
H2 3.56756 0.57278 0.77714  0.28
H3 3.81846 0.98892 -0.84855  0.28
H4 0.64465 2.22329 -0.03193  0.28
H5 0.79230 1.00767 1.35428  0.27
H6 -0.60797 0.82618 0.19861  0.34
H7 0.13814 -1.81201 -0.24535  0.25
H8 1.22649 -1.85732 1.18539  0.27
H9 1.71128 -2.37266 -0.44630  0.24
H10 1.35304 -0.20310 -1.93539  0.04
H11 -6.12461 0.27316 1.27130  0.12

The total charge is +1. The calculation puts the total energy at -27980.2834 eV. The value obtained for the highest occupied orbital energy is -11.76 eV.

# 3
C5H12N2 | ωB97M-V/def2-TZVPD

Each line ends with the natural charge from an NBO analysis.
Element x y z (Å)
C1 -1.96701 -1.61977 0.32043  -0.62
C2 -0.80452 -0.61429 0.58627  -0.06
C3 -0.24321 -0.18347 -0.71348  -0.41
C4 0.69846 0.95254 -0.70477  -0.27
C5 2.97198 1.32016 -0.50041  -0.51
N1 1.94221 0.63524 -0.09900  -0.65
N2 -1.30225 0.37864 1.51251  -0.85
H1 -2.76508 -1.35547 1.12495  0.21
H2 -2.40451 -1.54602 -0.72559  0.19
H3 -1.65032 -2.63715 0.26655  0.20
H4 -0.00926 -1.16531 1.12195  0.16
H5 -1.13791 -0.04473 -1.33927  0.17
H6 0.24377 -0.98740 -1.28681  0.21
H7 0.33544 1.88454 -0.24970  0.12
H8 1.01428 1.25928 -1.72849  0.13
H9 2.96177 2.19364 -1.13418  0.10
H10 3.82944 0.66415 -0.34833  0.14
H11 -1.07638 -0.31540 2.29489  0.35
H12 -0.63690 1.18081 1.60250  0.37

As for the spin multiplicity: 2. The total charge is -1. The calculation puts the total energy at -8356.3658 eV. The value obtained for the highest occupied orbital energy (spin up / spin down) is 0.73 / -3.10 eV.

Going through the records in order, we get energy relative to the best compared isomer or geometry (same formula, charge and spin) values of 535.89, 19.07, 187.48 kJ/mol.